Record 1
# C22H32BrN4O11PS2

A 3-piece molecular cluster, C22H32BrN4O11PS2 overall (wB97M-V/def2-TZVPD, the OMol25 dataset).

Geometry (Å):
C 3.421 1.332 -3.321
C 2.991 0.141 -4.289
C 1.416 0.129 -4.447
Br 0.832 -0.313 -6.311
C 0.660 -0.695 -3.364
C 0.680 -2.048 -3.204
C 1.546 -2.967 -4.115
C 2.742 -3.631 -3.252
N 2.388 -4.977 -2.726
N 3.884 -3.822 -4.200
N 3.176 -2.655 -2.225
C -0.199 -2.663 -2.063
O 0.100 -3.672 -1.463
C -1.515 -1.897 -1.648
P -3.027 -2.846 -1.020
N -3.447 -2.286 0.571
O -2.622 -4.502 -0.824
C -1.533 -0.522 -1.756
C -2.730 0.389 -1.348
C -2.450 1.250 -0.059
C -2.919 0.839 1.277
C -2.628 1.633 2.478
C -1.870 2.890 2.422
C -1.408 3.318 1.095
C -1.708 2.530 -0.091
C -0.219 0.112 -2.339
O 0.199 1.205 -2.019
H 2.545 1.946 -2.975
H 3.902 0.940 -2.381
H 4.105 2.057 -3.847
H 3.420 -0.839 -3.976
H 3.422 0.375 -5.300
H 1.090 1.197 -4.306
H 2.045 -2.443 -4.962
H 0.917 -3.846 -4.437
H 2.280 -4.919 -1.707
H 3.240 -5.539 -2.845
H 4.736 -4.040 -3.663
H 3.736 -4.675 -4.758
H 4.071 -2.286 -2.562
H 3.274 -3.073 -1.300
H -2.626 -2.141 1.168
H -4.160 -2.861 1.020
H -2.604 -4.627 0.143
H -2.888 1.139 -2.179
H -3.694 -0.158 -1.185
H -3.514 -0.085 1.438
H -3.001 1.340 3.495
H -1.653 3.523 3.338
H -0.815 4.269 1.063
H -1.318 2.918 -1.066
O -0.750 5.375 3.887
S -1.368 6.603 4.260
O -1.492 7.701 3.368
O -0.677 7.118 5.627
C -1.669 7.260 6.645
C -2.741 6.244 6.299
O -2.826 6.273 4.873
H -2.061 8.279 6.601
H -1.234 7.082 7.628
H -3.703 6.485 6.746
H -2.443 5.236 6.599
O 0.666 -0.053 2.685
S 0.264 -1.308 3.212
O -0.592 -1.433 4.341
O 1.590 -2.199 3.464
C 1.508 -3.413 2.713
C 0.653 -3.077 1.504
O -0.354 -2.193 2.003
H 1.028 -4.170 3.339
H 2.503 -3.754 2.432
H 0.202 -3.959 1.053
H 1.231 -2.538 0.747

Calculated values
Total energy = -152813.27866 eV
SMILES = CC[C@@H](Br)C1=C(CC(N)(N)N)C(=O)C(P(N)O)=C(Cc2ccccc2)C1=O.O=S1(=O)OCCO1.O=S1(=O)OCCO1
E_LUMO = -0.0291 hartree
Max |F| = 0.0586 hartree/bohr
Orbital gap = 7.36 eV
HOMO energy = -8.15 eV

Atom charges from the Löwdin analysis, given in e for atoms 1 to 2: -0.0916, -0.2449

Record 2
# C22H32F24NO3P3S

A 4-piece molecular cluster, C22H32F24NO3P3S overall (wB97M-V/def2-TZVPD, the OMol25 dataset).

Geometry (Å):
H -2.635 -3.693 -0.736
N -3.297 -3.779 -1.508
C -3.009 -2.960 -2.435
C -3.886 -2.971 -3.661
C -1.832 -2.013 -2.339
P -0.730 -1.753 -3.918
S 0.581 -1.737 -5.864
P 1.014 -1.250 -2.579
C 2.066 -2.736 -2.868
C 1.879 0.065 -3.531
P -2.105 -0.150 -4.603
C -1.513 1.361 -3.719
C -1.864 0.202 -6.386
H -3.343 -3.369 -4.523
H -4.744 -3.611 -3.459
H -4.227 -1.967 -3.912
H -2.168 -1.029 -1.983
H -1.160 -2.404 -1.566
H -1.039 -3.068 -4.305
H 1.146 -2.946 -5.724
H 2.659 -2.919 -1.972
H 2.712 -2.607 -3.736
H 1.432 -3.609 -3.039
H 1.159 0.637 -4.117
H 2.611 -0.335 -4.230
H 2.360 0.738 -2.816
H -2.362 1.776 -3.174
H -0.721 1.160 -2.997
H -1.154 2.108 -4.428
H -1.241 1.078 -6.579
H -2.864 0.394 -6.782
H -1.447 -0.662 -6.899
F 3.932 -1.315 3.976
C 4.718 -0.285 4.337
F 4.364 0.098 5.586
C 4.528 0.909 3.394
F 3.268 1.370 3.493
F 5.372 1.869 3.881
C 4.921 0.724 1.922
O 3.864 0.447 1.025
C 3.486 -0.824 0.712
F 4.265 -1.752 1.291
F 3.619 -0.974 -0.632
C 2.000 -1.075 1.020
F 1.765 -0.892 2.333
F 1.717 -2.360 0.710
H 5.762 -0.608 4.350
H 5.294 1.699 1.614
H 5.738 0.009 1.825
H 1.372 -0.409 0.428
F 7.325 1.741 10.458
C 7.438 1.426 9.154
F 8.636 1.869 8.714
C 6.332 2.101 8.333
F 6.474 3.437 8.391
F 6.570 1.705 7.045
C 4.880 1.698 8.627
O 4.142 2.574 9.457
C 4.085 2.425 10.810
F 4.740 1.333 11.237
F 2.783 2.271 11.155
C 4.575 3.688 11.535
F 5.858 3.939 11.216
F 4.497 3.481 12.867
H 7.397 0.340 9.036
H 4.381 1.752 7.661
H 4.824 0.664 8.967
H 3.953 4.542 11.259
F -6.383 0.911 -6.622
C -6.310 1.822 -5.633
F -5.007 1.980 -5.309
C -7.055 1.335 -4.383
F -6.444 0.243 -3.889
F -6.903 2.352 -3.479
C -8.567 1.101 -4.494
O -8.973 -0.241 -4.675
C -9.155 -0.793 -5.909
F -8.971 0.094 -6.901
F -10.439 -1.219 -5.987
C -8.273 -2.037 -6.101
F -6.973 -1.704 -5.999
F -8.492 -2.535 -7.337
H -6.713 2.775 -5.985
H -8.959 1.374 -3.516
H -9.012 1.769 -5.232
H -8.521 -2.790 -5.352

Calculated values
Total energy = -134885.61572 eV
SMILES = [H]/N=C(/C)C[PH](S)(P(C)C)P(C)C.FC(F)C(F)(F)COC(F)(F)C(F)F.FC(F)C(F)(F)COC(F)(F)C(F)F.FC(F)C(F)(F)COC(F)(F)C(F)F
E_LUMO = 0.0157 hartree
Max |F| = 0.0153 hartree/bohr
Orbital gap = 8.29 eV
HOMO energy = -7.86 eV

Atom charges from the Löwdin analysis, given in e for atoms 1 to 2: 0.0421, 0.1168

Record 3
# C22H32F3N3O4P2PdS2

C22H32F3N3O4P2PdS2 as an isolated structure (wB97M-V/def2-TZVPD, the OMol25 dataset).

Geometry (Å):
Pd 0.006 -0.866 0.651
C -0.645 2.359 5.058
C -0.503 2.480 3.674
C -0.335 1.376 2.866
C -0.300 0.063 3.413
C -0.423 -0.040 4.828
C -0.590 1.083 5.613
N -0.132 -1.024 2.635
N -0.246 -2.251 3.222
C -0.090 -3.345 2.517
C -0.110 -4.603 3.219
C -0.009 -5.777 2.535
C 0.130 -5.758 1.130
C 0.145 -4.517 0.518
N 0.015 -3.353 1.138
H -0.778 3.235 5.683
H -0.520 3.466 3.222
H -0.208 1.493 1.797
H -0.365 -1.030 5.256
H -0.677 0.963 6.689
H -0.194 -4.571 4.298
H -0.033 -6.724 3.066
H 0.222 -6.670 0.555
H 0.257 -4.450 -0.564
C -2.985 -1.523 -0.961
P -2.242 -1.002 0.627
C -3.226 0.485 1.028
C -2.988 -2.231 1.760
H -4.039 -1.780 -0.832
H -2.427 -2.381 -1.335
H -2.885 -0.707 -1.675
H -4.293 0.253 1.003
H -2.996 1.251 0.287
H -2.939 0.847 2.017
H -4.071 -2.252 1.627
H -2.734 -1.978 2.790
H -2.559 -3.209 1.539
C 2.454 2.999 -1.261
C 1.001 2.938 -1.692
C 0.535 4.268 -2.269
O 0.871 1.940 -2.723
P -0.273 0.784 -2.667
S -2.011 1.649 -2.284
S 0.336 -0.901 -1.773
O -0.227 0.310 -4.217
C 0.227 0.988 -5.386
C -0.411 2.361 -5.555
C 1.751 1.042 -5.442
H 2.602 3.816 -0.551
H 3.088 3.157 -2.138
H 2.732 2.071 -0.772
H 0.361 2.673 -0.846
H 1.136 4.514 -3.149
H 0.656 5.058 -1.525
H -0.516 4.206 -2.556
H -0.126 0.340 -6.195
H -0.049 3.044 -4.789
H -1.494 2.284 -5.456
H -0.163 2.764 -6.541
H 2.130 1.771 -4.729
H 2.086 1.306 -6.448
H 2.155 0.065 -5.172
F 4.585 1.046 1.189
C 4.402 -0.196 0.682
F 5.332 -0.984 1.263
F 4.738 -0.118 -0.631
C 2.932 -0.742 0.879
O 2.850 -1.950 1.016
O 2.075 0.179 0.842

Calculated values
Total energy = -87879.59285 eV
E_LUMO = 0.1624 hartree
Max |F| = 0.0179 hartree/bohr
Net charge = -2
Orbital gap = 4.38 eV
HOMO energy = 0.04 eV

Atom charges from the natural (NBO) analysis, given in e for atoms 1 to 2: 0.6291, -0.3527

Record 4
# C22H32N2O5S

A single C22H32N2O5S molecule (wB97M-V/def2-TZVPD, the OMol25 dataset).

Geometry (Å):
C -1.730 3.351 -1.810
C -1.441 1.956 -2.271
C -2.462 1.156 -2.778
C -2.203 -0.136 -3.200
C -0.917 -0.633 -3.108
S -0.575 -2.314 -3.625
O 0.797 -2.605 -3.326
O -1.012 -2.493 -4.981
N -1.580 -3.320 -2.740
C -2.050 -3.044 -1.394
C -0.998 -3.292 -0.306
C 0.066 -2.198 -0.316
C 1.035 -2.359 0.847
C 0.296 -2.235 2.184
C -0.389 -0.882 2.384
O -1.602 -0.770 2.417
N 0.393 0.210 2.600
C 1.825 0.333 2.506
C 2.204 1.095 1.231
C 1.534 2.484 1.237
C 0.028 2.335 1.456
C -0.246 1.506 2.709
O 1.765 3.165 0.017
C 2.951 3.918 0.158
C 3.168 4.016 1.683
O 2.082 3.313 2.243
C -0.738 -3.368 2.236
C -1.705 -3.332 1.052
C 0.113 0.152 -2.628
C -0.149 1.445 -2.211
H -2.014 3.974 -2.658
H -0.855 3.786 -1.335
H -2.558 3.356 -1.104
H -3.466 1.550 -2.839
H -2.986 -0.758 -3.609
H -2.318 -3.594 -3.368
H -2.896 -3.713 -1.215
H -2.415 -2.010 -1.303
H -0.516 -4.254 -0.505
H -0.421 -1.221 -0.244
H 0.617 -2.250 -1.253
H 1.836 -1.629 0.752
H 1.491 -3.351 0.800
H 1.003 -2.371 3.012
H 2.308 -0.641 2.537
H 2.169 0.916 3.370
H 1.858 0.564 0.344
H 3.288 1.208 1.174
H -0.396 1.844 0.579
H -0.411 3.327 1.556
H -1.318 1.345 2.832
H 0.153 2.026 3.585
H 2.789 4.891 -0.310
H 3.789 3.413 -0.337
H 4.121 3.561 1.982
H 3.129 5.042 2.052
H -1.315 -3.294 3.159
H -0.201 -4.320 2.244
H -2.328 -2.443 1.152
H -2.355 -4.208 1.103
H 1.107 -0.265 -2.594
H 0.649 2.063 -1.825

Calculated values
Total energy = -47386.90731 eV
SMILES = Cc1ccc(S(=O)(=O)NC[C@H]2CC[C@@H](C(=O)N3CCC4(CC3)OCCO4)CC2)cc1
E_LUMO = 0.0228 hartree
Max |F| = 0.0177 hartree/bohr
Orbital gap = 9.89 eV
HOMO energy = -9.27 eV
ΔE to the lowest compared entry with this formula, charge and spin = 113.86 kJ/mol

Atom charges from the natural (NBO) analysis, given in e for atoms 1 to 2: -0.6394, -0.0028

Record 5
# C22H32N4O12S3

C22H32N4O12S3 as an isolated structure (wB97M-V/def2-TZVPD, the OMol25 dataset).

Geometry (Å):
C 1.352 -4.444 3.500
C 2.382 -3.628 2.745
O 3.338 -4.615 2.330
S 3.552 -5.645 3.516
O 4.577 -5.217 4.388
O 3.603 -6.936 2.955
O 2.158 -5.375 4.248
H 0.704 -5.024 2.844
H 0.792 -3.815 4.185
H 2.848 -2.886 3.396
H 1.999 -3.118 1.868
C -3.983 -3.898 -2.809
C -5.054 -3.106 -3.602
O -5.041 -1.795 -3.030
S -3.534 -1.495 -2.632
O -3.516 -0.526 -1.612
O -2.719 -1.395 -3.785
O -3.314 -2.931 -1.979
H -3.255 -4.377 -3.464
H -4.370 -4.669 -2.146
H -6.044 -3.531 -3.474
H -4.798 -3.064 -4.659
C -0.502 0.758 -1.004
C -0.045 1.803 -0.026
O -0.274 1.200 1.267
S -0.186 -0.376 1.171
O -1.423 -0.914 1.581
O 1.003 -0.850 1.780
O -0.004 -0.461 -0.391
H 0.045 0.863 -1.937
H -1.578 0.701 -1.138
H -0.591 2.742 -0.057
H 1.019 2.022 -0.119
N 0.760 4.944 -0.484
C -0.534 5.276 -0.205
C -1.276 5.028 -1.331
C -0.377 4.615 -2.350
C 0.884 4.603 -1.800
H 1.528 5.171 0.130
H -0.866 5.618 0.761
H -2.351 5.073 -1.397
H -0.560 4.455 -3.400
H 1.880 4.414 -2.166
N -5.776 -4.159 1.683
C -5.695 -4.464 3.017
C -4.545 -3.896 3.489
C -3.905 -3.243 2.406
C -4.692 -3.410 1.308
H -6.498 -4.421 1.037
H -6.464 -5.089 3.436
H -4.204 -3.968 4.509
H -2.984 -2.684 2.423
H -4.530 -3.096 0.293
N 3.542 0.598 -3.155
C 4.250 0.996 -4.253
C 4.764 2.234 -3.980
C 4.430 2.547 -2.639
C 3.593 1.553 -2.185
H 2.939 -0.206 -3.157
H 4.307 0.347 -5.110
H 5.304 2.902 -4.630
H 4.730 3.434 -2.106
H 3.133 1.430 -1.219
N 2.295 4.255 2.446
C 3.027 3.566 1.513
C 3.784 4.485 0.844
C 3.498 5.778 1.364
C 2.511 5.594 2.302
H 1.720 3.858 3.169
H 2.940 2.493 1.507
H 4.487 4.316 0.045
H 3.835 6.753 1.054
H 1.981 6.299 2.921

Calculated values
Total energy = -86365.50681 eV
E_LUMO = 0.0073 hartree
Max |F| = 0.0214 hartree/bohr
Orbital gap = 8.45 eV
HOMO energy = -8.25 eV

Atom charges from the Löwdin analysis, given in e for atoms 1 to 2: -0.1427, -0.1669

Record 6
# C22H32N8OPS

A 7-piece molecular cluster, C22H32N8OPS overall (wB97M-V/def2-TZVPD, the OMol25 dataset).

Geometry (Å):
N -0.511 -2.171 -1.155
P 0.715 -3.042 -0.565
S 1.446 -2.146 1.254
C 3.326 -2.111 1.306
C 3.753 -0.804 0.431
O 4.226 0.232 0.946
C 3.551 -0.989 -1.160
C 4.627 -1.882 -1.861
C 4.482 -2.145 -3.381
C 3.256 -1.511 -4.098
C 2.204 -0.609 -3.416
C 2.349 -0.336 -1.875
H -0.282 -1.855 -2.114
H 1.699 -3.103 -1.623
H 0.184 -4.356 -0.278
H 1.051 -3.024 2.282
H 3.731 -3.005 0.698
H 3.742 -2.088 2.367
H 5.476 -2.328 -1.245
H 5.262 -2.805 -3.881
H 3.142 -1.718 -5.222
H 1.302 -0.139 -3.947
H 1.607 0.314 -1.291
C -0.098 3.278 -3.507
C -0.249 1.995 -4.200
N -0.369 0.988 -4.745
H 0.370 3.152 -2.528
H 0.524 3.971 -4.078
H -1.063 3.763 -3.347
C -3.193 -1.102 -5.154
C -3.094 -2.559 -5.039
N -3.016 -3.704 -4.948
H -3.936 -0.693 -4.465
H -2.241 -0.614 -4.930
H -3.484 -0.796 -6.162
C -0.182 2.164 1.915
C 0.545 0.907 1.740
N 1.116 -0.084 1.602
H 0.265 2.780 2.699
H -0.186 2.759 0.999
H -1.224 1.992 2.194
C -4.291 3.048 1.092
C -3.069 3.851 0.993
N -2.108 4.483 0.916
H -4.607 2.922 2.130
H -5.122 3.511 0.554
H -4.153 2.048 0.673
C -2.534 -0.692 1.719
C -3.931 -0.332 1.977
N -5.030 -0.053 2.182
H -2.138 -1.345 2.500
H -2.424 -1.223 0.769
H -1.894 0.189 1.675
C 2.002 -4.732 4.946
C 1.987 -5.310 3.598
N 1.976 -5.767 2.540
H 2.304 -3.681 4.930
H 1.016 -4.780 5.414
H 2.699 -5.259 5.601
C -1.782 6.086 3.802
C -2.199 6.099 5.207
N -2.527 6.109 6.310
H -2.079 5.162 3.303
H -2.225 6.913 3.243
H -0.697 6.173 3.704

Calculated values
Total energy = -57407.91905 eV
E_LUMO = -0.1381 hartree
Max |F| = 0.1028 hartree/bohr
Net charge = +1
Orbital gap = 8.33 eV
HOMO energy = -12.09 eV
ΔE to the lowest compared entry with this formula, charge and spin = 570.67 kJ/mol

Atom charges from the natural (NBO) analysis, given in e for atoms 1 to 2: -1.2431, 1.0480

Record 7
# C22H33As2NNaO3

C22H33As2NNaO3 as an isolated structure (wB97M-V/def2-TZVPD, the OMol25 dataset).

Geometry (Å):
C -2.423 4.722 1.141
C -2.411 5.989 0.365
H -3.057 4.849 2.033
H -1.440 4.481 1.593
C -1.502 6.140 -0.631
C -0.730 5.035 -1.011
H -0.403 4.325 -0.233
H -0.152 5.155 -1.925
C -3.356 7.053 0.727
H -4.137 6.677 1.391
H -3.835 7.423 -0.179
H -2.865 7.897 1.216
C -1.258 7.517 -1.199
H -0.953 8.289 -0.470
H -2.152 7.887 -1.707
H -0.470 7.445 -1.949
Na 0.690 -0.059 0.984
O -1.011 1.416 0.410
C -1.464 1.867 -0.674
O 0.435 -0.423 -1.084
C -0.323 0.037 -1.953
O -0.332 -0.507 -3.164
N -1.186 1.137 -1.883
C -1.291 0.194 -3.999
C -1.786 1.371 -3.209
H -2.082 -0.525 -4.249
H -0.781 0.474 -4.925
H -2.879 1.339 -3.205
H -1.420 2.306 -3.650
C -2.103 3.132 -0.806
C -2.995 3.598 0.344
H -2.591 3.276 -1.775
H -3.260 2.790 1.034
H -3.938 3.899 -0.174
C -0.125 -3.722 -0.506
As 1.581 -4.391 -1.183
C 2.728 -2.919 -0.680
C 1.932 -5.806 0.174
C 2.169 -7.123 -0.260
C 2.442 -8.121 0.690
C 2.513 -7.795 2.057
C 2.291 -6.482 2.486
C 2.015 -5.513 1.529
As 1.917 -3.511 2.132
C 3.810 -3.651 2.672
C 1.653 -1.703 3.113
H -0.206 -2.657 -0.757
H -0.227 -3.910 0.568
H -0.881 -4.299 -1.053
H 2.739 -2.793 0.433
H 3.737 -3.155 -1.019
H 2.355 -2.012 -1.157
H 2.141 -7.341 -1.333
H 2.618 -9.152 0.349
H 2.727 -8.572 2.800
H 2.351 -6.237 3.546
H 4.431 -3.936 1.813
H 4.125 -2.692 3.095
H 3.823 -4.445 3.429
H 2.378 -0.964 2.736
H 0.604 -1.395 2.964
H 1.817 -1.909 4.180

Calculated values
Total energy = -157064.53361 eV
E_LUMO (alpha / beta) = -0.1365 / -0.1366 hartree
Max |F| = 0.0573 hartree/bohr
Net charge = +1
Orbital gap (alpha / beta) = 5.02 / 5.02 eV
HOMO energy (alpha / beta) = -8.73 / -8.73 eV
ΔE to the lowest compared entry with this formula, charge and spin = 149.67 kJ/mol

Atom charges from the natural (NBO) analysis, given in e for atoms 1 to 2: -0.4599, 0.1935

Q: What is the max |F| in the third record?
A: 0.0179 hartree/bohr

Q: Among the records above, which one has the highest total energy?
A: C22H32N2O5S

Q: Look up the max |F| of the third one.
A: 0.0179 hartree/bohr